Entry from the Open Molecules 2025 dataset: a structure of composition C7H11N2O4 at a distorted geometry (ωB97M-V/def2-TZVPD).

Each line ends with the natural charge from an NBO analysis.
Geometry (Å):
1 C 1.128 1.632 0.127  0.74
2 C 2.193 -0.743 0.104  0.74
3 C -0.047 -0.373 1.643  -0.41
4 C -0.619 -1.342 -0.564  -0.18
5 C -1.264 -0.704 0.842  -0.10
6 C 1.101 0.212 -0.324  -0.02
7 C -0.628 0.542 -2.133  -0.41
8 N 0.062 -0.244 -1.161  -0.43
9 N -2.300 0.252 0.483  -0.86
10 O 2.155 2.021 0.785  -0.72
11 O 2.236 -1.929 -0.196  -0.71
12 O 0.166 2.338 -0.110  -0.71
13 O 3.077 -0.140 0.828  -0.76
14 H -0.001 0.673 2.050  0.21
15 H 0.457 -1.132 2.029  0.19
16 H -0.070 -2.199 -0.101  0.23
17 H -1.371 -1.655 -1.145  0.18
18 H -1.799 -1.693 1.121  0.18
19 H -1.586 1.114 -1.674  0.22
20 H 0.118 1.357 -2.455  0.22
21 H -0.816 -0.265 -2.973  0.19
22 H -1.847 1.154 0.554  0.38
23 H 2.647 1.011 1.074  0.49
24 H -2.993 0.113 1.196  0.35

Atoms 1-3, force components in eV/Å:
C 0.0 -0.2 -0.6
C 0.3 0.6 0.0
C -3.2 5.3 -3.4

Molar mass = 187.17 g/mol
Net charge = -1
Energy above the lowest of the compared OMol25 structures with the same formula, charge and spin = 205.2 kJ/mol
HOMO-LUMO gap (spin up / spin down) = 0.283 / 0.284 Eh
Electronic energy = -18606.644 eV